# 1
2 unconnected molecules or ions with the total composition C4H6N2O at a distorted geometry, computed with ωB97M-V with the def2-TZVPD basis set.

```
13
Properties=species:S:1:pos:R:3:forces:R:3:lowdin_charge:R:1
C -2.0376 2.1214 0.0998 0.00 0.50 -0.03 -0.421
C -0.6313 -0.4085 -1.8584 -2.07 -0.42 -2.36 -0.114
C 0.6666 -0.4076 1.4189 0.56 -1.24 7.33 -0.012
C 0.5183 -0.3080 0.1090 -4.20 0.19 -12.19 -0.230
N -0.6918 -0.6773 -0.6191 5.10 1.19 6.31 -0.015
N -1.3973 2.0222 1.1076 0.19 1.36 -0.29 0.205
O -2.6000 2.4446 -0.8570 -0.44 -0.17 -0.76 0.162
H -1.5722 -0.5871 -2.2975 -0.89 0.00 -1.28 0.048
H 0.1558 -0.1281 -2.4897 1.55 0.54 -0.39 0.051
H 1.6115 0.0096 1.7004 0.10 0.03 1.27 0.062
H 0.0607 -1.1268 2.0186 0.90 0.70 -0.41 0.095
H 1.2898 0.1969 -0.6107 -1.06 -1.02 1.69 0.140
H -1.2672 1.2491 1.6734 0.26 -1.66 1.11 0.029
```
Positions in Å, forces in eV/Å.

Computed properties:
* energy relative to the best compared isomer or geometry (same formula, charge and spin): 112.5 kJ/mol
* gap between HOMO and LUMO (alpha / beta): 0.255 / 0.270 Eh
* LUMO (alpha / beta): 0.97 / -2.92 eV
* expectation value of S²: 2.0171
* F_max: 12.897 eV Å⁻¹
* HOMO level (alpha / beta): -5.98 / -10.26 eV
* 2S+1: 3
* total energy: -9267.00234 eV

---

# 2
2 unconnected molecules or ions with the total composition C6H13NO at a distorted geometry, computed with ωB97M-V with the def2-TZVPD basis set.

```
21
Properties=species:S:1:pos:R:3:forces:R:3:lowdin_charge:R:1
C -1.4353 0.0176 0.2082 -0.45 0.12 -0.11 -0.505
C 1.4639 0.0319 -0.3726 2.78 -0.72 6.18 -0.590
C -1.6433 -1.3473 -0.3634 0.02 -0.08 0.11 -0.055
C -1.9012 1.1562 -0.6563 0.13 0.20 0.06 -0.040
C 1.8955 1.2060 0.4706 0.10 0.22 -0.66 -0.037
C 1.7776 -1.3130 0.2247 -0.05 -0.20 -0.32 -0.038
N -0.8815 0.1271 1.3353 0.05 -0.10 0.77 0.132
O 0.9697 0.1685 -1.4653 -2.48 0.71 -5.92 0.159
H -2.7059 -1.5120 -0.5480 -0.01 -0.04 -0.07 0.082
H -1.2741 -2.1008 0.3262 0.02 -0.05 0.00 0.077
H -1.1157 -1.4183 -1.3114 -0.01 -0.09 -0.19 0.078
H -2.7474 0.8665 -1.2775 -0.03 0.03 0.00 0.077
H -1.0752 1.4249 -1.3191 -0.12 0.03 -0.06 0.072
H -2.1656 2.0302 -0.0604 0.00 -0.02 0.00 0.079
H 2.9620 1.3663 0.3149 0.32 0.25 0.10 0.077
H 1.7298 1.0094 1.5250 -0.18 -0.13 0.13 0.075
H 1.3685 2.1059 0.1618 -0.05 0.13 0.10 0.077
H 1.5155 -2.1069 -0.4687 0.04 -0.12 0.01 0.079
H 1.2134 -1.4305 1.1475 -0.18 -0.07 0.18 0.067
H 2.8389 -1.3693 0.4609 0.25 -0.13 -0.01 0.077
H -0.7893 1.0877 1.6675 -0.15 0.06 -0.29 0.057
```
Positions in Å, forces in eV/Å.

Computed properties:
* energy relative to the best compared isomer or geometry (same formula, charge and spin): 0.0 kJ/mol
* gap between HOMO and LUMO (alpha / beta): 0.229 / 0.277 Eh
* LUMO (alpha / beta): 0.97 / -2.12 eV
* expectation value of S²: 2.0056
* F_max: 6.818 eV Å⁻¹
* HOMO level (alpha / beta): -5.27 / -9.66 eV
* 2S+1: 3
* total energy: -9966.05189 eV

---

# 3
A molecular structure, C4H8O2 at a distorted geometry, computed with ωB97M-V with the def2-TZVPD basis set.

```
14
Properties=species:S:1:pos:R:3:forces:R:3:lowdin_charge:R:1
C -0.7554 0.4010 -1.9452 -0.08 0.24 -0.36 -0.111
O -0.8908 -0.3892 -0.7955 -0.28 0.03 0.02 -0.120
C 0.2731 -0.3807 -0.0330 0.08 -0.23 -0.06 -0.502
C 0.7185 0.7239 0.8243 0.18 -0.17 -0.16 0.039
C 0.3593 -1.1849 1.1735 0.53 0.18 -0.01 -0.109
O -0.3274 -1.1312 2.3429 -0.63 0.38 -0.07 0.007
H -1.6983 0.3208 -2.4859 0.11 0.13 -0.05 0.089
H -0.5580 1.4506 -1.6880 -0.06 -0.08 -0.09 0.088
H 0.0646 0.0424 -2.5891 -0.14 0.02 0.11 0.091
H 1.1616 -0.7057 -0.6022 -0.35 -0.10 -0.27 0.152
H 1.6092 1.3110 0.5968 -0.07 -0.44 0.07 0.065
H -0.0872 1.3270 1.2815 0.41 -0.59 0.23 0.086
H -0.3483 -0.1921 2.5523 -0.50 -0.16 0.38 0.084
H 0.7436 -2.2126 1.0588 0.80 0.77 0.25 0.140
```
Positions in Å, forces in eV/Å.

Computed properties:
* energy relative to the best compared isomer or geometry (same formula, charge and spin): 456.3 kJ/mol
* gap between HOMO and LUMO: 0.331 Eh
* LUMO: 0.68 eV
* F_max: 1.139 eV Å⁻¹
* HOMO level: -8.32 eV
* total energy: -8368.55212 eV

---

Question: Which of these has the highest energy relative to the best compared isomer or geometry (same formula, charge and spin)?
Answer: C4H8O2

---

Please write out number 3 again, unchanged.
A molecular structure, C4H8O2 at a distorted geometry, computed with ωB97M-V with the def2-TZVPD basis set.

```
14
Properties=species:S:1:pos:R:3:forces:R:3:lowdin_charge:R:1
C -0.7554 0.4010 -1.9452 -0.08 0.24 -0.36 -0.111
O -0.8908 -0.3892 -0.7955 -0.28 0.03 0.02 -0.120
C 0.2731 -0.3807 -0.0330 0.08 -0.23 -0.06 -0.502
C 0.7185 0.7239 0.8243 0.18 -0.17 -0.16 0.039
C 0.3593 -1.1849 1.1735 0.53 0.18 -0.01 -0.109
O -0.3274 -1.1312 2.3429 -0.63 0.38 -0.07 0.007
H -1.6983 0.3208 -2.4859 0.11 0.13 -0.05 0.089
H -0.5580 1.4506 -1.6880 -0.06 -0.08 -0.09 0.088
H 0.0646 0.0424 -2.5891 -0.14 0.02 0.11 0.091
H 1.1616 -0.7057 -0.6022 -0.35 -0.10 -0.27 0.152
H 1.6092 1.3110 0.5968 -0.07 -0.44 0.07 0.065
H -0.0872 1.3270 1.2815 0.41 -0.59 0.23 0.086
H -0.3483 -0.1921 2.5523 -0.50 -0.16 0.38 0.084
H 0.7436 -2.2126 1.0588 0.80 0.77 0.25 0.140
```
Positions in Å, forces in eV/Å.

Computed properties:
* energy relative to the best compared isomer or geometry (same formula, charge and spin): 456.3 kJ/mol
* gap between HOMO and LUMO: 0.331 Eh
* LUMO: 0.68 eV
* F_max: 1.139 eV Å⁻¹
* HOMO level: -8.32 eV
* total energy: -8368.55212 eV

---

Question: Which value of F_max does entry 2 give?
Answer: 6.818 eV Å⁻¹

---

What did the third record say?
A molecular structure, C4H8O2 at a distorted geometry, computed with ωB97M-V with the def2-TZVPD basis set.

```
14
Properties=species:S:1:pos:R:3:forces:R:3:lowdin_charge:R:1
C -0.7554 0.4010 -1.9452 -0.08 0.24 -0.36 -0.111
O -0.8908 -0.3892 -0.7955 -0.28 0.03 0.02 -0.120
C 0.2731 -0.3807 -0.0330 0.08 -0.23 -0.06 -0.502
C 0.7185 0.7239 0.8243 0.18 -0.17 -0.16 0.039
C 0.3593 -1.1849 1.1735 0.53 0.18 -0.01 -0.109
O -0.3274 -1.1312 2.3429 -0.63 0.38 -0.07 0.007
H -1.6983 0.3208 -2.4859 0.11 0.13 -0.05 0.089
H -0.5580 1.4506 -1.6880 -0.06 -0.08 -0.09 0.088
H 0.0646 0.0424 -2.5891 -0.14 0.02 0.11 0.091
H 1.1616 -0.7057 -0.6022 -0.35 -0.10 -0.27 0.152
H 1.6092 1.3110 0.5968 -0.07 -0.44 0.07 0.065
H -0.0872 1.3270 1.2815 0.41 -0.59 0.23 0.086
H -0.3483 -0.1921 2.5523 -0.50 -0.16 0.38 0.084
H 0.7436 -2.2126 1.0588 0.80 0.77 0.25 0.140
```
Positions in Å, forces in eV/Å.

Computed properties:
* energy relative to the best compared isomer or geometry (same formula, charge and spin): 456.3 kJ/mol
* gap between HOMO and LUMO: 0.331 Eh
* LUMO: 0.68 eV
* F_max: 1.139 eV Å⁻¹
* HOMO level: -8.32 eV
* total energy: -8368.55212 eV